One molecule with the formula C24H28N4O2S, computed with ωB97M-V/def2-TZVPD.

```
59
Properties=species:S:1:pos:R:3:forces:R:3
C -2.923 2.589 4.836 0.0 0.0 0.0
C -1.987 3.045 3.760 0.1 0.0 0.0
C -2.281 2.840 2.420 0.2 0.1 0.0
C -1.425 3.256 1.405 -0.1 0.0 -0.1
C -0.248 3.889 1.776 0.4 0.3 -0.3
C 0.061 4.114 3.105 0.1 0.1 0.2
C -0.803 3.694 4.096 0.0 0.0 -0.1
H -0.563 3.870 5.134 0.0 0.0 0.1
H 0.984 4.623 3.335 0.1 0.0 0.1
S 0.941 4.451 0.558 -0.1 -0.1 -0.4
O 2.084 4.966 1.249 -0.1 -0.3 0.2
O 0.319 5.286 -0.430 -0.1 -0.1 0.0
N 1.374 3.060 -0.278 -0.2 0.9 0.1
C 1.549 1.845 0.374 0.3 -0.6 0.6
C 1.192 0.654 -0.244 0.0 0.1 0.1
C 1.361 -0.567 0.404 0.1 0.5 0.2
C 1.890 -0.578 1.693 -0.1 -0.1 -0.2
C 2.249 0.610 2.305 -0.1 0.1 0.0
C 2.086 1.821 1.659 0.1 -0.1 0.0
H 2.389 2.746 2.120 0.1 0.0 0.1
H 2.671 0.592 3.299 0.0 0.0 0.1
H 2.050 -1.509 2.215 0.0 -0.1 0.0
C 0.988 -1.796 -0.303 -0.2 -0.8 0.0
N 0.790 -1.688 -1.612 0.3 0.9 0.7
N 0.490 -2.703 -2.348 -0.4 -0.9 -0.8
C 0.377 -3.937 -1.829 0.3 0.3 0.6
N 0.157 -4.935 -2.716 0.2 -0.1 -0.2
C -0.122 -6.294 -2.324 -0.3 -0.2 0.4
H 0.173 -6.942 -3.155 0.0 0.1 0.1
C -1.599 -6.537 -1.999 0.2 -0.1 -0.3
C -2.536 -6.107 -3.129 -0.1 0.1 0.3
C -2.582 -4.587 -3.319 0.0 -0.1 -0.3
H -2.454 -4.107 -2.346 -0.1 0.0 0.0
C -1.544 -4.027 -4.296 0.0 0.0 0.1
H -1.515 -2.944 -4.170 0.0 0.0 -0.1
H -1.850 -4.241 -5.321 0.0 0.0 -0.1
C -0.127 -4.586 -4.090 -0.1 0.3 -0.4
H 0.600 -3.835 -4.405 -0.1 -0.2 -0.1
H 0.016 -5.487 -4.690 0.0 0.0 0.1
H -3.569 -4.301 -3.688 0.0 0.1 0.1
H -3.539 -6.461 -2.881 0.0 -0.1 -0.1
H -2.241 -6.592 -4.062 0.0 -0.1 -0.1
H -1.734 -7.602 -1.796 0.0 0.0 0.1
H -1.866 -5.987 -1.093 0.0 0.0 0.1
H 0.499 -6.564 -1.467 0.0 0.0 -0.1
C 0.504 -4.131 -0.434 0.0 0.1 -0.1
C 0.816 -3.040 0.334 0.0 0.2 -0.4
H 0.895 -3.133 1.406 0.0 0.0 0.1
H 0.342 -5.094 0.023 0.0 -0.1 0.0
H 0.795 0.651 -1.248 -0.1 0.0 -0.1
H 0.968 3.010 -1.199 -0.1 0.2 -0.1
C -1.772 3.016 -0.030 -0.1 0.0 -0.1
H -1.321 2.084 -0.371 0.0 -0.1 -0.1
H -1.405 3.833 -0.646 -0.1 -0.1 -0.1
H -2.849 2.931 -0.150 0.0 0.0 0.0
H -3.203 2.343 2.151 -0.1 0.0 0.0
H -3.788 2.083 4.416 -0.1 0.0 0.0
H -3.268 3.441 5.420 -0.1 0.0 0.1
H -2.414 1.907 5.516 0.0 -0.1 0.1
```
Forces are in eV/Å.

Values from the calculation:
Relative energy (zero: lowest compared OMol25 entry of this formula, charge and spin) in kJ/mol: 200.35
SMILES: Cc1ccc(S(=O)(=O)Nc2cccc(-c3ccc(N4CCCCCC4)nn3)c2)c(C)c1
Highest occupied orbital energy in eV: -7.84

C24H28N4O3Rb as an isolated structure, computed with ωB97M-V/def2-TZVPD.

```
60
Properties=species:S:1:pos:R:3:forces:R:3
Rb -0.416 -0.321 -3.566 1.3 1.8 -1.5
C -0.161 -4.719 1.772 0.0 0.0 0.0
C 0.311 -3.766 0.704 -0.2 -0.2 0.0
C 1.423 -2.970 0.889 0.2 0.3 -0.1
C 1.838 -2.090 -0.138 0.0 0.3 0.3
C 2.793 -1.100 0.026 -0.4 0.1 -0.6
N 3.498 -0.884 1.172 0.3 0.0 0.6
C 4.250 0.324 1.421 -0.1 -0.2 0.0
C 3.413 1.604 1.498 0.1 0.1 0.0
C 2.401 1.661 2.644 0.1 -0.1 -0.1
N 1.364 0.650 2.479 -0.4 0.2 0.4
C 0.374 0.737 1.613 0.3 0.0 0.1
C -0.143 1.881 0.974 -0.2 -0.4 0.1
C -0.383 3.179 1.487 0.0 0.1 0.0
C -1.080 4.092 0.749 0.0 -0.1 0.0
C -1.398 5.467 1.260 0.0 0.1 0.1
C -1.565 3.705 -0.544 -0.1 0.1 -0.1
C -1.365 2.480 -1.091 -0.3 0.0 0.2
C -1.796 1.984 -2.441 0.9 -0.8 1.0
N -2.507 0.946 -2.601 -1.0 0.8 0.0
C -3.264 0.375 -1.482 0.0 -0.1 -0.1
C -3.796 -1.056 -1.674 0.4 -0.3 0.0
C -2.716 -2.195 -1.581 -1.9 1.8 -1.6
N -2.120 -2.313 -2.958 1.7 -2.1 2.2
C -0.883 -2.720 -2.840 0.5 0.3 1.2
C -0.049 -2.843 -1.592 0.4 -0.1 0.8
C -0.390 -3.657 -0.488 -0.4 -0.2 -0.6
C 1.166 -2.050 -1.449 0.3 0.1 -1.0
O 1.682 -1.295 -2.333 -0.6 -1.1 0.4
C -0.542 1.519 -0.363 0.5 0.7 0.0
O -0.054 0.502 -0.872 -0.5 -0.4 -0.2
H 0.490 -4.679 2.648 0.0 0.0 0.0
H -0.171 -5.753 1.415 0.0 0.0 0.0
H -1.178 -4.486 2.101 0.0 0.0 0.0
H 1.960 -3.027 1.834 0.1 0.0 0.0
H 2.913 -0.417 -0.814 0.2 -0.1 0.3
H 3.436 -1.569 1.906 0.1 0.1 -0.1
H 5.001 0.458 0.634 0.0 0.0 0.0
H 4.791 0.183 2.361 0.0 0.0 0.0
H 2.878 1.751 0.555 0.0 0.0 0.0
H 4.101 2.447 1.613 0.0 0.0 0.0
H 1.933 2.642 2.667 0.0 0.0 0.0
H 2.883 1.500 3.611 0.0 0.0 0.0
H 1.563 -0.275 2.826 0.1 0.0 -0.2
H -0.046 -0.228 1.335 0.0 0.0 -0.1
H -0.078 3.432 2.498 0.0 0.0 0.0
H -0.982 5.618 2.258 0.0 0.0 0.0
H -2.476 5.640 1.318 0.0 0.0 0.0
H -0.986 6.242 0.607 0.0 0.0 0.0
H -2.132 4.443 -1.107 0.0 0.0 0.0
H -1.077 2.271 -3.230 -0.9 0.2 -0.2
H -4.125 1.033 -1.326 0.0 0.0 0.1
H -2.671 0.358 -0.561 0.0 0.2 0.0
H -4.331 -1.158 -2.620 0.0 0.1 0.0
H -4.524 -1.182 -0.864 0.0 -0.1 0.0
H -3.217 -3.115 -1.286 0.1 -0.1 0.0
H -2.017 -1.887 -0.816 0.4 -0.2 0.1
H -0.150 -2.647 -3.647 -0.9 -0.7 -0.8
H -1.268 -4.284 -0.597 -0.1 -0.1 0.0
O -0.404 -0.438 -5.998 0.1 0.1 -0.5
```
Forces are in eV/Å.

Values from the calculation:
Highest occupied orbital energy (spin up / spin down) in eV: -3.84 / -2.38
Net charge: -1

One molecule with the formula C24H28N6O2, computed with ωB97M-V/def2-TZVPD.

```
60
Properties=species:S:1:pos:R:3:forces:R:3
C -2.742 -0.965 -3.144 0.3 -0.1 0.0
H -3.149 -0.047 -2.729 -0.1 0.1 0.0
H -2.655 -0.848 -4.222 0.0 0.1 -0.1
H -3.434 -1.773 -2.928 -0.1 -0.1 0.0
C -1.374 -1.286 -2.537 -0.4 0.1 -0.1
N -1.491 -1.565 -1.126 -0.1 -0.1 0.0
C -1.662 -0.422 -0.256 0.3 -0.1 -0.2
C -2.620 -0.735 0.844 -0.8 0.6 0.5
N -3.236 -1.866 1.096 0.6 -0.1 -0.9
N -4.060 -1.631 2.109 -0.6 -0.6 0.5
N -3.995 -0.428 2.490 -0.3 1.0 0.7
N -3.096 0.192 1.716 0.3 -1.3 -0.8
C -2.815 1.589 1.852 -0.4 0.6 -0.2
H -2.963 1.852 2.902 0.1 0.0 -0.1
H -1.779 1.777 1.561 -0.1 0.0 0.1
C -3.754 2.428 0.983 0.1 0.0 0.2
O -3.401 2.258 -0.372 0.2 -0.2 0.2
C -4.264 2.932 -1.253 -0.1 0.0 0.0
H -5.291 2.557 -1.165 0.0 0.0 0.0
H -3.894 2.743 -2.259 -0.1 0.1 0.0
H -4.263 4.011 -1.060 0.0 0.0 0.0
H -3.666 3.488 1.266 0.0 -0.1 0.0
H -4.793 2.109 1.150 0.1 0.0 0.0
C -0.333 0.101 0.260 0.0 0.4 -0.4
C 0.433 0.927 -0.492 -0.4 -0.2 0.4
C 1.774 1.249 -0.132 0.3 0.0 0.3
C 2.619 2.034 -0.926 0.0 -0.1 0.1
C 3.920 2.259 -0.551 0.0 0.0 -0.1
C 4.434 1.714 0.633 -0.2 -0.1 0.1
C 3.609 0.947 1.431 0.0 0.1 0.0
C 2.286 0.707 1.061 0.0 0.4 -0.5
N 1.452 -0.037 1.847 0.1 -0.1 0.2
C 0.154 -0.388 1.546 0.3 0.3 0.3
O -0.503 -1.018 2.356 -0.1 -0.2 0.1
H 1.811 -0.413 2.716 -0.1 0.0 -0.1
H 3.984 0.516 2.349 0.1 -0.1 0.1
C 5.859 1.969 1.010 0.0 0.0 0.0
H 6.527 1.581 0.242 0.1 0.0 0.0
H 6.106 1.497 1.957 0.1 0.0 0.1
H 6.042 3.040 1.095 0.1 0.0 0.0
H 4.566 2.861 -1.173 0.1 0.1 -0.1
H 2.233 2.453 -1.843 0.0 0.0 -0.1
H 0.045 1.340 -1.413 -0.1 0.0 -0.1
H -2.129 0.375 -0.848 0.1 -0.1 0.1
C -0.845 -2.733 -0.575 0.0 -0.1 0.1
C 0.637 -2.644 -0.268 0.1 -0.2 0.1
C 1.116 -3.204 0.912 -0.1 -0.1 -0.2
C 2.458 -3.131 1.239 0.1 -0.1 0.1
C 3.348 -2.493 0.393 0.1 -0.1 0.1
C 2.887 -1.946 -0.792 0.1 0.0 -0.1
C 1.546 -2.031 -1.123 0.0 -0.1 0.0
H 1.209 -1.605 -2.056 -0.1 0.1 -0.1
H 3.574 -1.449 -1.462 0.1 0.1 -0.1
H 4.395 -2.423 0.651 0.1 0.0 0.0
H 2.809 -3.570 2.163 0.0 0.0 0.1
H 0.422 -3.683 1.586 -0.1 0.0 0.1
H -1.378 -2.981 0.346 0.1 -0.2 -0.1
H -1.010 -3.556 -1.280 0.0 0.0 0.1
H -0.682 -0.455 -2.747 0.1 -0.1 -0.1
H -0.978 -2.179 -3.025 0.1 0.1 0.0
```
Forces are in eV/Å.

Values from the calculation:
Relative energy (zero: lowest compared OMol25 entry of this formula, charge and spin) in kJ/mol: 24.05
SMILES: CCN(Cc1ccccc1)[C@H](c1cc2ccc(C)cc2[nH]c1=O)c1nnnn1CCOC
Highest occupied orbital energy in eV: -8.11

A 2-piece molecular cluster, C24H28NO3 overall, computed with ωB97M-V/def2-TZVPD.

```
56
Properties=species:S:1:pos:R:3:forces:R:3
C -5.239 -3.310 -0.783 -0.1 -0.3 0.1
C -4.067 -2.386 -0.843 -0.1 0.3 0.1
C -4.255 -1.040 -1.196 0.0 0.1 -0.3
C -3.180 -0.179 -1.261 0.3 0.2 0.1
C -1.880 -0.575 -0.816 -0.8 -0.3 -0.2
C -0.864 0.409 -0.788 0.8 -1.1 -0.5
C 0.483 0.183 -0.362 0.6 0.4 0.3
C 0.884 -0.813 0.573 -0.2 0.0 -0.1
C 2.217 -1.039 0.867 -0.3 0.0 -0.1
C 3.197 -0.274 0.228 1.1 -0.1 0.0
O 4.539 -0.464 0.549 -1.0 0.3 0.2
C 5.335 -1.263 -0.280 0.0 -0.2 -0.7
C 6.285 -0.647 -1.104 -0.5 -0.2 0.1
C 6.979 -1.430 -2.027 0.1 -0.1 0.2
C 6.779 -2.813 -2.071 -0.1 0.1 0.1
C 5.865 -3.417 -1.201 0.0 0.2 0.1
C 5.131 -2.643 -0.297 0.2 0.3 -0.2
C 2.853 0.747 -0.667 -0.1 -0.2 0.0
C 1.517 0.984 -0.934 -0.3 0.0 -0.1
C -1.701 -1.963 -0.525 -0.1 0.0 0.0
C -2.773 -2.840 -0.553 0.4 0.1 -0.1
H -4.960 -4.240 -0.278 -0.2 0.2 -0.1
H -6.063 -2.835 -0.239 0.1 -0.1 -0.1
H -5.620 -3.571 -1.782 0.2 0.2 0.2
H -5.257 -0.688 -1.457 0.4 -0.1 0.0
H -3.305 0.834 -1.658 0.0 -0.3 0.3
H -1.029 1.288 -1.415 -0.1 0.0 0.5
H 0.125 -1.426 1.060 0.4 0.4 0.1
H 2.497 -1.825 1.565 0.0 0.3 -0.1
H 6.423 0.434 -1.036 0.0 -0.3 -0.1
H 7.678 -0.948 -2.712 -0.2 -0.2 0.2
H 7.333 -3.421 -2.789 -0.2 0.2 0.2
H 5.705 -4.495 -1.223 0.1 0.3 0.0
H 4.392 -3.080 0.375 0.2 0.0 -0.2
H 3.648 1.314 -1.149 -0.2 -0.1 0.1
H 1.244 1.765 -1.648 0.1 -0.2 0.2
H -0.705 -2.358 -0.334 -0.4 0.1 -0.2
H -2.612 -3.909 -0.376 0.0 0.5 0.0
O -3.457 2.496 3.493 -0.3 -0.3 0.2
C -3.859 1.592 2.466 0.1 0.4 0.0
C -3.317 2.159 1.171 0.1 0.1 -0.3
N -1.860 2.297 1.201 0.0 0.1 0.1
C -1.378 3.431 0.402 -0.2 0.0 0.0
C -0.064 3.932 0.967 -0.4 0.3 0.2
O -0.368 4.369 2.294 0.7 0.2 -0.1
H -3.941 2.268 4.299 0.2 0.1 -0.2
H -3.438 0.596 2.658 -0.2 0.0 -0.1
H -4.955 1.552 2.391 0.2 -0.2 0.0
H -3.601 1.491 0.351 -0.1 0.1 0.1
H -3.782 3.140 0.970 0.0 -0.2 0.2
H -1.599 2.486 2.176 0.0 -0.1 -0.4
H -1.228 3.124 -0.645 -0.1 0.2 0.2
H -2.124 4.255 0.411 0.4 -0.3 0.0
H 0.671 3.115 0.997 0.0 0.2 -0.1
H 0.298 4.773 0.355 0.0 -0.3 0.1
H 0.400 4.858 2.631 -0.4 -0.2 0.0
```
Forces are in eV/Å.

Values from the calculation:
Relative energy (zero: lowest compared OMol25 entry of this formula, charge and spin) in kJ/mol: 232.26
Highest occupied orbital energy in eV: -11.45
Net charge: +1